Entry 1:
{
  "formula": "C5H28NO7",
  "method": "ωB97M-V with the def2-TZVPD basis set",
  "symbols": ["H", "H", "O", "C", "C", "H", "H", "H", "H", "H", "O", "C", "O", "H", "O", "H", "C", "H", "N", "H", "O", "H", "H", "H", "O", "H", "H", "H", "H", "H", "H", "H", "O", "H", "H", "H", "H", "H", "H", "C", "H"],
  "positions_angstrom": [[-0.14997, -1.28540, 4.36979], [-1.48102, -0.54596, -0.21806], [-1.45825, -2.68047, 2.04765], [1.19784, 4.19880, -0.43956], [1.23578, 2.78682, 0.00634], [-0.09479, 2.88556, -1.37239], [3.42881, 2.56459, 0.04505], [-0.90928, -0.30321, -3.80640], [2.62350, 1.81212, -1.31281], [1.87868, -2.35688, 0.19666], [0.19108, 2.25163, -0.71056], [-1.24233, -4.04157, 1.84238], [-2.90601, -0.98564, -0.76844], [0.92544, -0.31281, -5.31345], [0.66240, 0.54688, -4.97678], [-1.10175, 1.71189, 3.24872], [2.54466, 1.99498, -0.24115], [0.74745, -0.37580, -3.14094], [-0.58228, -0.22812, 0.11565], [-2.41608, -2.61822, 2.03111], [-0.86099, 0.91991, 2.76806], [0.06940, -0.99808, 0.06483], [-0.70778, -0.00747, 1.09323], [1.86387, 4.73447, 0.23688], [0.50130, -1.64367, 3.76669], [-0.20975, -4.37729, 1.74671], [-2.94052, -1.45925, -1.59955], [-1.77346, -4.25916, 0.91574], [-0.13056, 1.12571, -3.12521], [-0.01371, -2.09358, 3.09692], [-3.81487, -0.95939, -0.46926], [2.66006, 1.05243, 0.29399], [1.11659, -2.23087, -0.36865], [0.15795, 4.52501, -0.45752], [-0.92296, 0.21789, 3.41578], [0.89514, 2.59904, 1.02458], [1.31399, -2.74023, -1.15467], [1.64422, 4.36224, -1.42044], [-0.25958, 0.60821, -0.34966], [0.04013, 0.22414, -3.71354], [-1.72237, -4.61926, 2.63228]],
  "forces_ev_per_a": [[0.0, -0.2, 0.4], [-0.6, 0.0, -0.4], [0.3, 1.3, 0.3], [1.8, 1.2, 0.9], [0.9, -0.9, 0.6], [-0.1, -0.3, -0.2], [-0.1, 0.3, 0.0], [-0.1, -0.1, -0.3], [0.0, -0.1, -0.1], [0.3, 0.0, 0.3], [-2.2, -2.3, -1.9], [-0.9, -1.7, -0.7], [-0.6, -0.3, -0.2], [0.2, 0.1, -0.4], [-0.8, -0.3, 1.0], [-0.1, 0.4, 0.0], [0.0, 0.7, -0.3], [-0.1, -0.2, 0.3], [0.1, -0.2, 1.1], [0.0, 0.5, 0.2], [-0.1, 0.0, -0.2], [0.5, -0.4, -0.4], [0.0, 0.5, 0.6], [-0.5, 0.8, 0.0], [0.5, 0.4, 0.1], [0.1, 0.7, 0.1], [0.0, -0.2, -0.4], [0.3, -0.7, -0.2], [0.0, 0.1, -0.4], [-0.5, -0.2, -0.2], [-0.3, 0.1, 0.2], [-0.5, -0.1, 0.0], [0.2, -0.3, 0.0], [0.3, 0.5, 0.4], [0.2, -0.2, 0.1], [0.5, 0.7, 0.5], [0.0, -0.1, -0.3], [-0.1, -0.4, -0.2], [0.3, 0.8, -0.5], [0.8, 0.3, -0.2], [0.2, -0.2, 0.1]],
  "mulliken_charge": [0.293, 0.550, -0.436, -1.623, 0.799, 0.253, 0.389, 0.281, 0.258, 0.278, -0.652, -0.637, -0.576, 0.316, -0.520, 0.283, -1.219, 0.216, -0.129, 0.271, -0.590, 0.342, 0.190, 0.410, -0.645, 0.260, 0.283, 0.268, 0.013, 0.359, 0.263, 0.291, -0.595, 0.481, 0.204, 0.109, 0.250, 0.389, 0.320, -0.304, 0.309],
  "mol_weight_da": 214.28,
  "homo_lumo_gap_ev": 10.22,
  "max_force_ev_per_a": 3.731,
  "relative_energy_kcal_mol": 43.7,
  "e_lumo_ev": -2.81,
  "charge": 1
}

Entry 2:
{
  "formula": "C37H31F4N10S2Sn",
  "method": "ωB97M-V with the def2-TZVPD basis set",
  "symbols": ["H", "H", "H", "C", "H", "C", "H", "C", "H", "C", "H", "C", "C", "C", "C", "C", "C", "H", "H", "H", "F", "C", "H", "C", "C", "S", "C", "H", "H", "C", "C", "N", "C", "N", "C", "C", "C", "C", "H", "S", "H", "Sn", "H", "H", "N", "N", "N", "C", "C", "H", "H", "C", "N", "N", "H", "H", "C", "H", "C", "H", "C", "C", "N", "C", "H", "H", "C", "H", "C", "H", "H", "F", "H", "C", "F", "F", "C", "C", "C", "C", "N", "H", "N", "C", "H"],
  "positions_angstrom": [[2.85486, -2.29306, 3.02230], [-0.90256, -3.62366, -3.66367], [3.69954, -1.00491, 3.89813], [0.62419, 0.52411, -2.43074], [4.36047, 3.11008, -2.91643], [1.55813, -0.19887, 5.46077], [-0.05043, -1.35608, -4.21238], [0.07188, -3.33090, 4.90133], [-3.31991, -2.81192, 1.06604], [-3.72593, 4.48938, 0.38760], [-2.13356, -0.66543, 1.63699], [-2.69694, -1.21456, 2.39971], [2.72614, -1.35533, 3.56126], [4.96395, -0.70672, -0.40021], [-2.04211, -3.22997, 3.77498], [-3.01423, 3.28242, -1.69701], [-3.38226, 4.27095, -2.63619], [5.87407, -0.13314, -0.49497], [1.68908, -2.55072, -0.00333], [-4.35831, -1.38705, 1.05437], [-2.32849, 0.99652, -1.48622], [2.63887, -2.05053, -0.13070], [-0.93054, -2.43327, 0.45618], [1.98422, 3.24016, -0.84997], [-3.76699, -2.04047, 1.69181], [1.44218, 3.36435, 0.74797], [4.94558, -2.05874, -0.76236], [3.79261, 0.92881, 0.35058], [1.02957, 0.46876, 4.78498], [-1.15645, -3.90536, 4.60503], [-2.56879, 2.07219, -2.27195], [-0.99490, 0.89005, -6.94224], [-2.67883, 2.92502, -4.56213], [-2.96990, 4.38458, -7.82225], [-2.40576, 2.76161, -5.94201], [-3.22284, 4.10203, -3.99331], [-0.24574, -1.64208, -3.19020], [-0.74310, -2.25120, -0.59347], [6.06059, -3.67588, -1.32666], [3.15176, 4.46202, -1.31853], [2.50640, 0.25436, 5.74224], [0.33420, 0.72082, 1.03077], [-1.43176, -4.85674, 5.03996], [4.08614, 4.78161, -3.47225], [6.04456, -2.67027, -1.30048], [1.68025, 2.39133, -1.78581], [-1.80865, 1.80287, 1.18355], [-3.33172, -0.15326, 3.30531], [3.73238, -2.73893, -0.61263], [2.75837, 3.58380, -3.51701], [2.30282, -0.62051, 2.88105], [-0.00097, -0.73893, -2.14585], [-4.28815, 5.27888, 1.00898], [2.66002, -0.76869, 0.20599], [2.27211, -2.22015, 5.46197], [0.74204, -3.84155, 5.58224], [-0.41253, -1.44106, 3.44115], [-2.56371, 0.52476, 3.66799], [3.80718, -0.11725, 0.06749], [6.93771, -2.22823, -1.16886], [-0.73008, -2.89529, -2.88506], [1.78885, -1.53428, 4.75254], [-0.28333, -1.04889, -0.87774], [-2.38681, 2.56914, 0.52479], [-3.01291, -3.67161, 3.59962], [3.65514, -3.78133, -0.88947], [-1.71683, -2.01922, 3.20660], [-4.43856, -2.51081, 2.40644], [-2.73764, 3.68620, -6.93461], [-3.83592, -0.61555, 4.15204], [-1.32840, -4.19475, -1.26965], [-2.02460, 0.68420, -4.06159], [0.84653, 0.75668, -3.47268], [3.64053, 3.92124, -2.98469], [-3.88830, 5.44325, -2.20180], [-3.58016, 5.11727, -4.80659], [-3.05805, 3.45673, -0.27819], [-0.96816, -3.21997, -1.55535], [0.46808, -2.13662, 4.34608], [-1.65592, 1.69791, -6.44987], [-0.06455, -0.30669, 2.91074], [0.95851, -0.34443, 6.35771], [0.96672, 1.31666, -1.48046], [-2.41412, 1.90294, -3.62217], [-4.05587, 0.43117, 2.74447]],
  "forces_ev_per_a": [[0.1, -0.1, -0.1], [-0.1, 0.0, -0.1], [0.2, 0.0, 0.0], [0.5, 1.1, -0.1], [0.0, -0.1, -0.1], [0.0, 0.0, 0.0], [0.1, 0.1, -0.1], [0.2, -0.2, 0.1], [0.0, -0.1, 0.0], [-0.4, 0.6, 0.3], [0.0, -0.1, 0.1], [-0.1, 0.0, -0.1], [0.0, 0.0, 0.0], [0.1, -0.2, -0.1], [-0.3, -0.1, 0.0], [0.0, 0.1, 0.7], [-0.2, 0.4, -0.6], [0.1, 0.1, 0.0], [0.0, -0.2, 0.0], [-0.1, 0.0, -0.1], [-0.2, 0.5, -0.4], [0.1, -0.1, 0.0], [-0.1, -0.2, 0.2], [0.0, -0.2, 0.1], [0.2, 0.1, 0.1], [0.0, 0.4, 0.4], [-0.5, 0.3, 0.1], [0.0, 0.1, 0.0], [0.0, 0.1, 0.1], [0.0, 0.0, 0.1], [0.2, -0.6, -0.5], [-0.1, -0.1, 0.1], [0.0, -0.1, -0.4], [0.0, 0.1, 0.0], [-0.3, 0.2, 1.1], [-0.3, 0.5, 0.4], [0.1, 0.2, 0.2], [-0.2, -0.2, 0.0], [0.0, 0.1, 0.0], [0.1, 0.2, -0.2], [0.1, 0.1, 0.1], [0.4, -0.5, 0.6], [0.0, 0.0, 0.0], [0.1, 0.1, -0.1], [0.3, -0.2, -0.1], [0.6, 0.4, -1.5], [-0.7, 0.8, -0.3], [0.1, 0.0, -0.2], [0.2, 0.0, -0.1], [0.0, 0.0, -0.1], [0.1, -0.1, 0.0], [-0.4, -0.8, -0.2], [-0.1, 0.2, 0.1], [-0.2, 0.1, 0.0], [-0.1, 0.0, -0.1], [0.1, 0.0, 0.1], [0.0, -0.6, 0.3], [0.0, 0.0, 0.1], [0.1, 0.0, 0.0], [0.0, 0.0, 0.0], [0.0, -0.1, 0.2], [0.1, 0.1, -0.1], [0.0, 0.3, -0.1], [1.1, -1.5, 1.3], [-0.1, 0.0, -0.1], [-0.1, -0.1, 0.0], [0.0, -0.1, -0.2], [-0.1, -0.1, 0.0], [-0.3, 0.8, -0.6], [-0.1, -0.1, 0.1], [-0.1, -0.1, 0.0], [-0.2, 0.6, 0.2], [0.1, 0.1, 0.0], [-0.1, 0.1, 0.4], [0.3, -0.5, -0.1], [0.2, -0.4, 0.4], [-0.2, 0.1, -1.7], [0.0, -0.1, -0.1], [0.0, -0.1, 0.3], [0.7, -0.9, -0.3], [-0.1, 1.1, -0.5], [0.0, 0.0, 0.1], [-0.8, -0.7, 0.5], [0.1, -0.4, 0.5], [-0.1, 0.1, -0.1]],
  "mulliken_charge": [0.316, 0.440, 0.529, -1.668, 0.217, -1.602, 0.579, -0.754, 0.398, -0.282, -1.218, 2.898, -1.035, -0.892, -0.559, 0.523, -0.141, 0.341, 0.525, 0.415, -0.120, -0.586, 0.550, 0.393, -1.934, -0.430, 0.949, 0.495, 0.190, -1.211, 0.781, -0.628, 0.135, -0.604, 0.616, 0.075, -1.014, -1.063, 0.217, -0.080, 0.449, 0.729, 0.365, 0.367, -0.517, -1.575, -0.394, -1.705, -0.832, 0.221, -0.219, 1.569, -0.612, 0.455, 0.549, 0.383, 0.545, 0.398, -0.692, 0.210, -0.803, 0.442, 1.218, 0.450, 0.316, 0.349, -0.046, 0.430, 0.049, 0.341, 0.515, -0.298, 0.235, -0.742, -0.352, -0.342, 0.045, -1.023, 0.657, 0.041, -0.346, 0.392, 1.362, 0.224, 0.432],
  "mol_weight_da": 874.56,
  "homo_lumo_gap_ev": [3.82, 5.74],
  "max_force_ev_per_a": 2.237,
  "relative_energy_kcal_mol": 35.6,
  "e_lumo_ev": [-0.31, 1.44],
  "charge": -1
}